Entry from the OMol25 dataset: 5 unconnected molecules or ions with the total composition C17H40BrN4O6P (ωB97M-V/def2-TZVPD).

Calculated values
SMILES ... O=COCCCC[PH3]Br.CN(C)C=O.CN(C)C=O.CN(C)C=O.CN(C)C=O
E_HOMO ... -8.674 eV

Atoms and positions in Å:
O (3.036, 2.208, 1.149)
C (2.011, 1.468, 1.643)
O (1.698, 0.158, 1.049)
C (0.987, -0.720, 1.990)
C (1.933, -1.836, 2.744)
C (3.259, -1.222, 3.483)
C (4.504, -0.836, 2.494)
P (4.712, -1.947, 0.958)
Br (5.069, -3.254, -0.905)
H (1.350, 1.878, 2.533)
H (0.195, -1.337, 1.350)
H (0.338, -0.060, 2.743)
H (1.255, -2.294, 3.614)
H (2.152, -2.753, 2.023)
H (3.623, -2.003, 4.308)
H (3.005, -0.234, 4.102)
H (5.498, -0.969, 3.141)
H (4.521, 0.304, 2.152)
H (3.733, -1.231, 0.174)
H (6.095, -1.468, 0.828)
H (4.447, -3.122, 1.748)
C (0.118, 0.828, -4.041)
O (-0.844, 0.839, -4.799)
N (0.257, 0.012, -2.939)
C (1.429, 0.060, -2.090)
C (-0.801, -0.924, -2.619)
H (0.978, 1.500, -4.193)
H (1.907, -0.923, -2.091)
H (1.118, 0.317, -1.073)
H (2.144, 0.807, -2.445)
H (-0.943, -1.603, -3.465)
H (-1.728, -0.369, -2.452)
H (-0.549, -1.499, -1.723)
C (-0.549, 1.811, -8.391)
O (0.119, 1.582, -9.392)
N (-1.690, 2.583, -8.350)
C (-2.425, 2.806, -7.123)
C (-2.171, 3.192, -9.573)
H (-0.272, 1.397, -7.407)
H (-3.445, 2.430, -7.248)
H (-2.452, 3.880, -6.916)
H (-1.953, 2.291, -6.282)
H (-2.380, 2.405, -10.304)
H (-1.392, 3.847, -9.975)
H (-3.079, 3.771, -9.385)
C (-2.144, 0.218, 0.522)
O (-1.947, -0.969, 0.295)
N (-3.359, 0.862, 0.416)
C (-3.509, 2.273, 0.702)
C (-4.522, 0.104, 0.005)
H (-1.328, 0.886, 0.841)
H (-4.231, 2.394, 1.515)
H (-3.878, 2.779, -0.195)
H (-2.556, 2.718, 0.999)
H (-4.687, -0.710, 0.718)
H (-4.336, -0.327, -0.984)
H (-5.407, 0.745, -0.033)
C (1.016, -2.751, 7.151)
O (1.683, -2.979, 6.150)
N (-0.126, -1.978, 7.191)
C (-0.860, -1.756, 8.419)
C (-0.606, -1.370, 5.968)
H (1.292, -3.165, 8.134)
H (-1.880, -2.131, 8.294)
H (-0.887, -0.682, 8.625)
H (-0.388, -2.271, 9.260)
H (-0.816, -2.157, 5.237)
H (0.172, -0.714, 5.567)
H (-1.515, -0.791, 6.156)

Cartesian forces (eV/Å) of the 2 atoms listed first:
O -7.0373 -5.0623 3.2057
C 5.1664 2.2895 -3.4173

Entry from the OMol25 dataset: 3 unconnected molecules or ions with the total composition C16H33FO7Si2 (ωB97M-V/def2-TZVPD).

Calculated values
SMILES ... CCCCC[SiH2]O[SiH2]C[C@H](C)F.C[C@@H]1COC(=O)O1.C[C@@H]1COC(=O)O1
E_HOMO ... -10.174 eV

Atoms and positions in Å:
C (4.460, -4.440, 1.207)
C (5.342, -3.248, 0.848)
C (4.545, -2.040, 0.351)
C (3.915, -1.241, 1.503)
C (2.672, -0.424, 1.076)
Si (1.065, -1.048, 1.767)
O (0.877, -2.694, 1.623)
Si (0.683, -3.616, 0.267)
C (-1.133, -3.900, -0.108)
C (-2.065, -2.784, 0.326)
C (-2.398, -2.787, 1.815)
F (-3.271, -2.904, -0.402)
H (4.048, -4.917, 0.315)
H (3.621, -4.132, 1.837)
H (5.014, -5.196, 1.768)
H (5.905, -2.942, 1.737)
H (6.091, -3.546, 0.110)
H (3.766, -2.360, -0.349)
H (5.223, -1.373, -0.189)
H (4.666, -0.553, 1.896)
H (3.664, -1.934, 2.313)
H (2.752, 0.606, 1.444)
H (2.622, -0.347, -0.015)
H (1.006, -0.756, 3.211)
H (-0.076, -0.362, 1.102)
H (1.331, -2.953, -0.894)
H (1.337, -4.918, 0.501)
H (-1.239, -4.033, -1.190)
H (-1.445, -4.841, 0.357)
H (-1.658, -1.811, 0.035)
H (-2.319, -1.791, 2.251)
H (-3.420, -3.143, 1.946)
H (-1.723, -3.437, 2.371)
C (-1.990, 3.034, 0.663)
C (-1.098, 3.631, 1.714)
C (0.057, 4.475, 1.207)
O (1.045, 4.286, 2.229)
C (0.816, 3.086, 2.813)
O (1.570, 2.532, 3.549)
O (-0.384, 2.600, 2.428)
H (-2.694, 2.337, 1.118)
H (-2.546, 3.828, 0.174)
H (-1.402, 2.490, -0.078)
H (-1.680, 4.191, 2.452)
H (-0.168, 5.532, 1.102)
H (0.450, 4.084, 0.266)
C (-3.614, 2.702, -5.537)
C (-3.157, 2.761, -4.105)
C (-4.234, 2.593, -3.050)
O (-3.711, 3.358, -1.957)
C (-2.901, 4.315, -2.474)
O (-2.458, 5.228, -1.850)
O (-2.665, 4.079, -3.780)
H (-2.800, 2.973, -6.207)
H (-3.940, 1.690, -5.779)
H (-4.441, 3.392, -5.705)
H (-2.338, 2.059, -3.924)
H (-4.398, 1.568, -2.729)
H (-5.178, 3.041, -3.369)

Cartesian forces (eV/Å) of the 2 atoms listed first:
C -0.0017 -0.0101 0.0968
C 0.0167 0.0320 0.1487

Entry from the OMol25 dataset: a molecular structure, C5H9NO2 (ωB97M-V/def2-TZVPD).

Calculated values
E_HOMO ... -7.998 eV

Atoms and positions in Å:
C (-0.448, 0.376, 0.768)
C (-0.273, -0.923, 1.522)
C (-0.207, -1.531, -1.451)
C (0.685, 1.084, 0.278)
C (-0.263, -0.044, -1.284)
N (0.824, 2.416, 0.376)
O (1.376, 0.477, -0.640)
O (-0.771, 0.741, -2.021)
H (-1.270, 1.001, 1.110)
H (0.230, 2.948, 0.990)
H (1.400, 2.902, -0.294)
H (-0.276, -0.741, 2.602)
H (0.675, -1.405, 1.287)
H (-1.072, -1.636, 1.306)
H (-1.199, -1.950, -1.280)
H (0.508, -1.995, -0.784)
H (0.081, -1.720, -2.487)

Cartesian forces (eV/Å) of the 2 atoms listed first:
C 0.1095 -0.4614 -0.6255
C 0.0570 0.0708 0.0968

E_LUMO for the records above, in order: -0.074, 0.281, 0.742 eV
Orbital gap for the records above, in order: 0.316, 0.384, 0.321 Ha